C12H21Br9O9 as an isolated structure at a distorted geometry. Source: OMol25; level of theory: the ωB97M-V functional and the def2-TZVPD basis.

Each line ends with the natural charge from an NBO analysis.
Geometry (Å):
C 0.236 0.999 -6.643  -0.49
Br 0.546 2.297 -8.008  0.10
Br 0.341 -0.781 -7.378  0.07
Br -1.506 1.290 -5.835  0.08
H 0.914 1.086 -5.812  0.23
C 1.776 -4.045 -2.872  -0.50
Br 1.428 -3.238 -1.175  0.10
Br 0.526 -3.448 -4.213  0.09
Br 1.840 -5.959 -2.766  0.10
H 2.737 -3.726 -3.227  0.22
C -3.983 3.853 -2.994  -0.50
Br -5.400 4.287 -1.772  0.09
Br -3.944 1.979 -3.322  0.10
Br -2.317 4.536 -2.285  0.09
H -4.097 4.395 -3.913  0.23
C 2.318 -1.520 2.967  -0.26
O 1.494 -1.246 1.818  -0.49
C 0.360 -1.841 1.840  0.98
O 0.014 -2.625 2.643  -0.66
O -0.342 -1.399 0.853  -0.49
C -1.600 -2.039 0.646  -0.27
H 3.035 -0.711 2.969  0.20
H 2.693 -2.535 2.934  0.20
H 1.682 -1.408 3.849  0.20
H -1.535 -2.944 0.042  0.19
H -2.200 -1.293 0.128  0.20
H -2.084 -2.294 1.588  0.21
C -1.290 -0.915 5.172  -0.28
O -0.143 -0.192 5.527  -0.48
C 0.208 0.736 4.704  0.99
O -0.276 1.012 3.631  -0.65
O 1.235 1.396 5.279  -0.50
C 2.036 2.220 4.494  -0.26
H -0.998 -1.860 4.715  0.21
H -1.855 -0.368 4.412  0.21
H -1.911 -1.094 6.039  0.19
H 3.029 1.782 4.370  0.18
H 2.058 3.207 4.939  0.19
H 1.683 2.334 3.458  0.20
C -0.474 -0.449 -2.628  -0.26
O 0.118 0.372 -1.646  -0.51
C 0.312 1.615 -1.977  0.99
O 0.112 2.103 -3.029  -0.63
O 0.807 2.307 -0.965  -0.51
C 1.019 1.661 0.300  -0.26
H 0.043 -0.330 -3.577  0.19
H -1.525 -0.212 -2.784  0.19
H -0.398 -1.469 -2.271  0.20
H 0.084 1.345 0.754  0.20
H 1.587 2.374 0.878  0.19
H 1.606 0.755 0.147  0.20

- HOMO energy: -0.36733 Eh
- LUMO: -0.08 eV
- Multiplicity: 1
- Gap between HOMO and LUMO: 0.364 Eh